Version 1
{"formula": "C3H9N3O6", "method": "ωB97M-V/def2-TZVPD", "symbols": ["C", "N", "O", "O", "H", "H", "H", "C", "N", "O", "O", "H", "H", "H", "C", "N", "O", "O", "H", "H", "H"], "positions_angstrom": [[-5.193, 5.422, 13.411], [-5.421, 4.254, 12.544], [-6.018, 4.355, 11.513], [-4.888, 3.237, 12.909], [-4.466, 5.939, 12.784], [-4.848, 5.255, 14.431], [-6.162, 5.922, 13.413], [2.608, -0.445, 12.724], [2.362, 0.616, 11.746], [1.141, 0.881, 11.528], [3.279, 1.220, 11.193], [2.065, -1.306, 12.335], [2.120, -0.173, 13.660], [3.662, -0.718, 12.766], [-1.866, 2.637, 12.770], [-1.901, 3.710, 13.742], [-1.142, 4.651, 13.625], [-2.654, 3.553, 14.707], [-2.250, 1.743, 13.261], [-0.804, 2.509, 12.557], [-2.351, 2.928, 11.838]], "nbo_charge": [-0.4914, 0.5405, -0.3741, -0.3926, 0.2368, 0.2526, 0.2285, -0.4857, 0.5109, -0.4143, -0.3358, 0.2414, 0.2473, 0.2370, -0.4875, 0.5231, -0.3777, -0.3891, 0.2406, 0.2426, 0.2470], "smiles": "C[N+](=O)[O-].C[N+](=O)[O-].C[N+](=O)[O-]", "molar_mass_g_mol": 183.120, "gap_ha": 0.38363, "charge": 0}

Version 2
{"formula": "C3H9N3O6", "method": "ωB97M-V/def2-TZVPD", "symbols": ["C", "N", "O", "O", "H", "H", "H", "C", "N", "O", "O", "H", "H", "H", "C", "N", "O", "O", "H", "H", "H"], "positions_angstrom": [[-0.540, 3.025, 1.383], [-0.739, 3.275, 2.874], [-0.040, 2.659, 3.635], [-1.512, 4.187, 3.260], [-1.470, 3.361, 0.924], [-0.415, 1.943, 1.332], [0.304, 3.671, 1.143], [-0.536, -1.493, 0.140], [-0.698, -0.373, 1.126], [-0.749, -0.679, 2.298], [-0.849, 0.799, 0.759], [-1.038, -1.317, -0.812], [-0.909, -2.377, 0.655], [0.527, -1.717, 0.051], [1.747, -2.419, -2.851], [0.518, -1.704, -2.492], [-0.493, -1.959, -3.138], [0.652, -0.891, -1.570], [1.735, -2.937, -3.810], [1.889, -3.276, -2.192], [2.618, -1.778, -2.714]], "nbo_charge": [-0.5046, 0.5304, -0.3738, -0.4232, 0.2126, 0.2731, 0.2149, -0.4747, 0.5481, -0.3278, -0.4012, 0.2525, 0.2270, 0.2458, -0.4994, 0.5173, -0.3624, -0.3790, 0.2438, 0.2374, 0.2433], "smiles": "C[N+](=O)[O-].C[N+](=O)[O-].C[N+](=O)[O-]", "molar_mass_g_mol": 183.120, "gap_ha": 0.33460, "charge": 0}

Of them, version 1 has the highest stability.

Version 1
{"formula": "C5H33N2O11", "method": "ωB97M-V/def2-TZVPD", "symbols": ["O", "C", "N", "C", "C", "N", "C", "C", "H", "H", "H", "H", "H", "H", "H", "H", "H", "H", "H", "H", "H", "H", "H", "O", "H", "H", "O", "H", "H", "O", "H", "H", "O", "H", "H", "O", "H", "H", "O", "H", "H", "O", "H", "H", "O", "H", "H", "O", "H", "H", "O"], "positions_angstrom": [[-1.992, -1.406, -0.121], [-1.261, -0.425, -0.297], [-1.682, 0.624, -1.015], [-0.841, 1.605, -1.679], [0.019, -0.374, 0.517], [-0.329, -0.905, 1.910], [2.473, -1.090, 0.625], [1.130, -1.259, -0.093], [-2.578, 0.353, -1.406], [-1.430, 2.256, -2.316], [-0.313, 2.266, -0.996], [-0.144, 1.133, -2.369], [0.553, 0.561, 0.667], [0.557, -1.065, 2.404], [-0.852, -1.786, 1.714], [-0.953, -0.171, 2.305], [2.913, -0.102, 0.567], [2.536, -1.506, 1.628], [3.140, -1.703, 0.013], [0.924, -2.292, -0.349], [1.327, -0.664, -0.996], [2.680, -1.479, 3.293], [1.775, -2.235, 4.280], [1.824, -1.445, 3.729], [2.005, 1.547, -2.272], [2.862, 1.678, -1.079], [1.936, 1.507, -1.301], [4.365, 1.685, 2.392], [3.481, 2.188, 1.304], [3.447, 1.633, 2.094], [0.858, 2.793, 0.602], [1.051, 4.138, -0.122], [0.382, 3.532, 0.207], [-3.203, 3.746, 0.654], [-2.539, 2.395, 0.447], [-3.362, 2.795, 0.747], [-1.583, -2.749, -2.680], [-1.199, -2.581, -1.246], [-0.946, -3.089, -2.041], [-2.806, 1.331, 2.277], [-1.935, 1.562, 3.581], [-2.065, 1.014, 2.806], [0.167, -1.840, -3.221], [1.182, -2.270, -4.341], [0.647, -1.545, -4.010], [-2.543, -2.860, 1.525], [-1.377, -3.928, 1.789], [-1.932, -3.238, 2.167], [0.720, 0.448, -4.155], [1.854, 1.538, -4.632], [1.029, 1.361, -4.181]], "nbo_charge": [-0.7048, 0.6810, -0.5814, -0.4737, -0.1375, -0.7486, -0.6181, -0.4427, 0.4183, 0.2319, 0.2615, 0.2124, 0.2341, 0.4589, 0.4610, 0.4659, 0.2301, 0.1781, 0.2312, 0.2347, 0.2561, 0.4834, 0.4963, -0.9462, 0.5065, 0.4654, -0.9736, 0.4828, 0.4596, -0.9372, 0.4707, 0.4860, -0.9327, 0.4886, 0.4702, -0.9537, 0.4734, 0.4839, -0.9607, 0.5199, 0.5059, -0.9813, 0.4943, 0.4937, -0.9910, 0.5042, 0.4881, -0.9520, 0.5168, 0.4906, -1.0001], "molar_mass_g_mol": 297.322, "gap_ha": 0.38986, "charge": 1}

Version 2
{"formula": "C5H33N2O11", "method": "ωB97M-V/def2-TZVPD", "symbols": ["C", "N", "C", "C", "C", "O", "C", "N", "H", "H", "H", "H", "H", "H", "H", "H", "H", "H", "H", "H", "H", "H", "H", "O", "H", "H", "O", "H", "H", "O", "H", "H", "O", "H", "H", "O", "H", "H", "O", "H", "H", "O", "H", "H", "O", "H", "H", "O", "H", "H", "O"], "positions_angstrom": [[-2.497, -0.226, 1.085], [-1.639, -1.213, 1.728], [-0.448, -0.695, 2.401], [0.809, -1.680, 2.155], [1.258, -1.591, 0.720], [0.727, -0.896, -0.114], [-1.994, 0.072, -0.271], [-1.300, 1.379, -0.392], [-2.855, 0.578, 1.802], [-3.557, -0.685, 1.058], [-1.261, -1.943, 1.012], [-0.632, -0.714, 3.497], [-0.255, 0.364, 2.071], [0.406, -2.674, 2.593], [1.711, -1.354, 2.958], [2.159, -2.213, 0.458], [-1.262, -0.819, -0.470], [-2.905, 0.081, -0.934], [-1.907, 2.135, 0.000], [-1.102, 1.723, -1.375], [-0.406, 1.276, 0.129], [-1.098, -2.604, -1.147], [-1.931, -3.789, -0.925], [-1.943, -2.859, -1.117], [3.102, 0.194, 1.094], [2.874, 1.901, 1.272], [2.614, 0.938, 1.542], [3.899, -0.564, -1.326], [2.489, -0.144, -2.004], [2.947, -0.405, -1.194], [0.441, -4.061, 0.910], [0.494, -4.163, -0.667], [0.086, -3.829, 0.142], [0.514, 2.988, -1.967], [0.159, 3.391, -3.316], [-0.043, 2.773, -2.645], [1.273, 3.127, 0.522], [1.865, 1.895, -0.224], [1.268, 2.617, -0.363], [-3.147, 3.881, 0.375], [-3.570, 3.045, 1.483], [-2.845, 3.250, 0.913], [1.898, 0.337, -4.030], [0.922, 1.280, -3.347], [1.293, 0.406, -3.234], [0.210, 3.323, 2.773], [-0.956, 3.220, 1.831], [-0.008, 3.090, 1.897], [1.944, -2.967, -2.159], [0.804, -3.468, -2.951], [1.396, -3.704, -2.250]], "nbo_charge": [-0.2751, -0.6648, -0.2170, -0.5641, 0.4728, -0.6024, -0.2757, -0.7454, 0.2073, 0.2355, 0.3905, 0.1968, 0.1737, 0.2553, 0.2675, 0.1337, 0.2812, 0.2231, 0.4445, 0.4607, 0.4716, 0.4589, 0.4863, -0.9325, 0.5063, 0.4824, -0.9795, 0.4767, 0.5113, -1.0052, 0.4721, 0.5172, -0.9789, 0.5011, 0.4886, -0.9709, 0.5149, 0.5001, -1.0112, 0.4861, 0.5024, -0.9393, 0.4778, 0.4971, -0.9664, 0.4876, 0.4949, -0.9682, 0.4821, 0.4828, -0.9447], "molar_mass_g_mol": 297.322, "gap_ha": 0.31220, "charge": 1}

Of them, version 1 has the highest stability.

Version 1
{"formula": "C2H4BrN", "method": "ωB97M-V/def2-TZVPD", "symbols": ["C", "C", "N", "Br", "H", "H", "H", "H"], "positions_angstrom": [[-0.933, 0.579, 0.003], [1.078, -1.026, -0.059], [-0.566, 1.688, 0.233], [-2.526, -0.455, -0.169], [0.990, -2.097, -0.026], [1.582, -0.530, 0.752], [1.307, -0.795, -1.009], [-0.933, 2.636, 0.276]], "nbo_charge": [0.2520, -0.5188, -0.6852, 0.0312, 0.1719, 0.1817, 0.1597, 0.4073], "molar_mass_g_mol": 121.965, "gap_ha": [0.29950, 0.30588], "charge": 0}

Version 2
{"formula": "C2H4BrN", "method": "ωB97M-V/def2-TZVPD", "symbols": ["C", "N", "C", "Br", "H", "H", "H", "H"], "positions_angstrom": [[0.904, -0.873, 0.549], [0.867, 0.123, -0.194], [-0.377, 0.669, -0.563], [-2.144, 0.255, 0.441], [1.877, -1.293, 0.827], [-0.116, -1.147, 0.828], [-0.338, 1.752, -0.301], [-0.673, 0.514, -1.587]], "nbo_charge": [-0.0549, -0.3949, -0.2161, -0.1525, 0.1958, 0.1789, 0.2215, 0.2222], "smiles": "C=NCBr", "molar_mass_g_mol": 121.965, "gap_ha": 0.39911, "charge": 0}

Of them, version 2 has the highest stability.

Version 1
{"formula": "C3H6N2OS", "method": "ωB97M-V/def2-TZVPD", "symbols": ["C", "C", "C", "N", "N", "O", "S", "H", "H", "H", "H", "H", "H"], "positions_angstrom": [[1.461, -0.520, 0.910], [1.899, -1.063, 2.216], [-0.303, 0.085, -0.842], [-2.320, 1.151, -1.526], [-1.634, -0.020, -1.007], [0.181, -0.326, 0.303], [3.496, -0.949, 2.631], [2.134, 0.116, 0.211], [1.227, -1.390, 3.029], [0.461, 0.546, -1.465], [-2.764, 0.933, -2.481], [-1.606, 1.762, -1.679], [-2.232, -0.325, -0.301]], "nbo_charge": [-0.0178, -0.3894, 0.3332, -0.6247, -0.4436, -0.4104, -0.1179, 0.1661, 0.2200, 0.1833, 0.3575, 0.3393, 0.4045], "molar_mass_g_mol": 118.161, "gap_ha": [0.26257, 0.21139], "charge": 0}

Version 2
{"formula": "C3H6N2OS", "method": "ωB97M-V/def2-TZVPD", "symbols": ["C", "C", "C", "N", "N", "O", "S", "H", "H", "H", "H", "H", "H"], "positions_angstrom": [[-1.300, 0.230, 1.120], [2.392, -1.367, -2.036], [-1.632, 1.575, 1.883], [-0.167, -0.280, 1.085], [0.832, -0.784, 1.273], [3.169, -1.532, -2.921], [0.690, -0.979, -2.523], [-2.173, -0.278, 0.652], [2.421, -1.320, -0.931], [-2.804, 1.594, 1.976], [-1.415, 2.486, 1.363], [-1.177, 1.572, 2.876], [1.164, -0.920, -3.817]], "nbo_charge": [-0.2213, 0.2922, -0.6193, 0.0427, -0.0840, -0.5198, -0.1018, 0.2292, 0.1659, 0.2215, 0.2183, 0.2181, 0.1583], "molar_mass_g_mol": 118.161, "gap_ha": 0.33431, "charge": 0}

Of them, version 2 has the highest stability.